Entry 1:
A 5-piece molecular cluster, C38H69ClF8N3O17S5 overall at a distorted geometry, computed with ωB97M-V/def2-TZVPD.

CARTESIAN COORDINATES (ANGSTROEM)
C 5.604 -1.101 4.061
C 4.711 -2.240 3.528
C 4.163 -1.971 2.137
N 2.973 -1.100 2.208
C 1.844 -1.460 1.435
Cl 1.218 -3.103 2.078
C 2.218 -1.800 -0.019
O 1.346 -2.651 -0.651
N 2.309 -0.580 -0.921
C 3.075 -1.029 -2.128
C 4.584 -0.738 -2.007
C 5.450 -2.009 -1.983
O 6.268 -2.025 -0.789
C 7.590 -1.745 -1.009
C 7.969 -0.301 -1.024
O 8.372 -2.605 -1.139
C 1.019 0.173 -1.076
C -0.098 -0.635 -1.804
F -0.962 0.200 -2.342
F 0.435 -1.377 -2.769
F -0.760 -1.429 -0.987
S 1.358 1.599 -2.308
C 3.020 2.202 -2.025
O 0.447 2.671 -2.061
O 1.356 1.057 -3.634
C 0.640 0.716 0.348
C -0.820 1.229 0.305
C 1.478 1.958 0.746
N 2.753 1.722 1.431
C 3.250 3.010 1.952
C 0.651 -0.446 1.435
C 0.140 -0.018 2.837
F -1.215 0.049 2.759
F 0.376 -1.071 3.686
C 0.624 1.211 3.599
C 1.851 1.277 4.264
C 2.216 2.405 5.024
C 1.361 3.506 5.121
C 0.128 3.442 4.468
C -0.811 4.614 4.568
F -1.649 4.675 3.534
F -0.137 5.771 4.589
F -1.545 4.576 5.678
C -0.245 2.305 3.722
H 5.193 -0.620 4.941
H 5.792 -0.358 3.292
H 6.571 -1.500 4.344
H 5.291 -3.154 3.511
H 3.887 -2.418 4.214
H 4.941 -1.450 1.579
H 3.998 -2.922 1.633
H 2.661 -1.149 3.168
H 3.208 -2.240 -0.056
H 1.796 -3.455 -0.941
H 2.928 0.062 -0.422
H 2.974 -2.098 -2.205
H 2.709 -0.631 -3.064
H 4.825 -0.176 -1.103
H 4.881 -0.114 -2.841
H 4.856 -2.913 -1.942
H 6.118 -2.015 -2.836
H 7.961 0.098 -0.015
H 7.266 0.278 -1.614
H 8.964 -0.227 -1.436
H 2.924 3.276 -2.126
H 3.665 1.811 -2.798
H 3.418 1.993 -1.040
H -1.025 1.833 -0.569
H -1.533 0.417 0.328
H -1.029 1.827 1.177
H 1.614 2.670 -0.065
H 0.881 2.519 1.449
H 3.484 1.430 0.788
H 4.133 2.834 2.556
H 2.508 3.459 2.598
H 3.529 3.683 1.138
H -0.140 -1.114 1.104
H 2.546 0.457 4.226
H 3.175 2.405 5.512
H 1.666 4.371 5.685
H -1.218 2.315 3.261
O -5.854 6.175 0.713
S -6.478 6.729 1.878
O -6.458 8.142 2.092
O -5.877 6.000 3.160
C -4.442 5.959 3.283
C -3.869 7.275 3.772
C -8.123 6.135 2.024
H -3.999 5.659 2.332
H -4.240 5.170 4.004
H -3.988 8.060 3.027
H -2.805 7.164 3.984
H -4.379 7.600 4.679
H -8.121 5.056 1.904
H -8.709 6.604 1.236
H -8.512 6.420 2.998
O 2.724 -4.206 -2.435
S 1.982 -5.196 -3.187
O 0.855 -5.814 -2.574
O 2.992 -6.281 -3.706
C 3.888 -6.917 -2.751
C 3.197 -7.980 -1.926
C 1.522 -4.527 -4.744
H 4.348 -6.152 -2.124
H 4.674 -7.356 -3.359
H 2.461 -7.545 -1.249
H 3.932 -8.520 -1.332
H 2.679 -8.689 -2.571
H 2.396 -4.081 -5.211
H 0.759 -3.773 -4.558
H 1.118 -5.329 -5.354
O 2.630 -11.021 -4.023
S 1.634 -11.849 -4.639
O 1.943 -13.200 -4.975
O 1.078 -11.098 -5.923
C 2.039 -10.627 -6.893
C 2.562 -11.738 -7.781
C 0.153 -11.806 -3.693
H 2.850 -10.109 -6.378
H 1.500 -9.889 -7.485
H 3.172 -12.442 -7.217
H 3.172 -11.317 -8.579
H 1.736 -12.295 -8.222
H -0.097 -10.772 -3.475
H 0.347 -12.354 -2.774
H -0.636 -12.290 -4.261
O -13.813 7.946 2.005
S -12.952 8.197 0.892
O -11.653 7.597 0.847
O -12.810 9.764 0.693
C -12.428 10.555 1.842
C -10.944 10.470 2.138
C -13.800 7.857 -0.611
H -13.028 10.258 2.703
H -12.706 11.574 1.583
H -10.664 9.474 2.478
H -10.682 11.184 2.918
H -10.361 10.691 1.245
H -14.767 8.349 -0.585
H -13.922 6.778 -0.670
H -13.197 8.215 -1.441

Atomic forces in eV per Å
-0.012 -0.386 -0.039
0.255 0.417 0.136
0.308 0.089 0.097
0.096 -0.377 -0.269
-0.219 0.038 0.098
0.048 -0.003 -0.292
-0.300 -1.328 -0.155
-0.151 0.389 0.479
0.372 0.214 0.041
1.181 -0.153 -0.865
-0.281 -0.211 0.063
0.575 0.565 0.806
-0.913 0.025 -0.036
-0.400 1.135 0.202
-0.253 0.163 -0.100
1.311 -1.746 -0.226
0.211 0.627 0.293
0.551 -0.311 0.288
-0.437 0.371 -0.310
-0.046 -0.236 -0.481
-0.581 -0.157 0.232
-0.267 0.846 -0.999
-0.002 -0.159 0.192
-0.002 -0.094 0.565
0.260 -0.568 0.078
-0.492 0.252 0.350
-0.186 -0.149 -0.257
0.803 -0.070 0.268
-0.099 0.542 -0.066
0.251 -0.461 -0.214
0.188 -0.419 -0.484
0.404 -0.136 0.823
-0.229 0.043 -0.135
0.165 0.028 0.090
-0.258 1.005 0.122
-0.144 0.573 0.419
-0.793 -0.470 -0.624
-0.065 -0.921 -0.400
0.349 -0.651 -0.310
0.400 -0.047 0.026
-0.351 -0.118 -0.435
0.231 0.255 0.008
-0.314 -0.110 0.391
0.628 0.583 0.610
-0.115 0.192 0.076
-0.069 0.247 -0.068
0.189 0.008 0.131
0.053 -0.230 -0.099
-0.186 -0.170 0.081
0.095 -0.017 -0.269
-0.366 -0.110 0.025
-0.072 0.406 0.082
0.376 0.323 0.252
0.099 -0.171 -0.221
-0.091 0.067 0.095
-0.462 -0.214 -0.018
-0.490 0.348 0.257
-0.008 0.049 0.157
0.082 0.164 -0.136
-0.105 -0.168 -0.227
-0.064 -0.305 -0.325
-0.024 0.030 0.210
-0.069 0.160 -0.107
0.227 0.170 -0.057
-0.075 0.220 -0.055
0.049 -0.128 -0.143
0.031 0.001 0.118
0.109 0.179 -0.052
-0.098 -0.191 -0.106
0.062 0.195 0.146
-0.313 -0.034 -0.285
-0.147 -0.018 0.223
-0.028 -0.346 0.089
0.172 -0.075 0.095
-0.208 0.159 -0.054
-0.136 0.353 0.031
-0.291 0.092 0.039
0.081 -0.078 -0.057
0.133 0.060 0.139
-0.087 0.201 0.077
-0.102 -0.143 -0.082
0.078 0.076 -0.122
-0.116 -0.181 0.231
0.024 0.110 -0.127
-0.119 -0.055 -0.005
0.485 0.079 0.130
-0.125 0.117 -0.101
-0.088 -0.040 -0.013
-0.127 0.023 -0.060
-0.189 -0.042 0.016
0.004 -0.013 -0.013
-0.004 -0.055 0.019
0.033 -0.042 0.043
0.025 -0.005 0.002
0.020 0.042 -0.003
0.009 0.027 0.006
0.108 0.132 0.359
-0.009 -0.712 -0.768
-0.064 0.218 0.293
-0.049 0.284 -0.025
0.367 -0.395 0.431
-0.323 0.104 -0.035
0.047 0.137 0.010
-0.100 0.113 -0.071
-0.101 0.070 -0.185
0.034 0.020 0.020
0.061 0.003 -0.050
0.109 -0.071 -0.021
0.013 -0.026 -0.007
-0.013 -0.019 0.048
-0.009 -0.034 0.021
0.153 0.052 0.059
-0.316 0.062 -0.111
0.145 -0.074 0.066
-0.086 0.032 0.090
0.312 0.096 -0.373
-0.008 -0.151 0.150
-0.048 0.046 0.023
-0.039 -0.056 0.113
-0.145 -0.025 0.095
0.010 0.017 0.006
-0.028 0.052 -0.006
-0.012 0.046 -0.050
0.004 0.007 -0.010
0.047 -0.021 -0.012
0.012 -0.020 -0.015
0.049 -0.100 0.145
-0.098 0.258 -0.231
0.106 -0.176 0.087
-0.033 -0.041 -0.101
0.184 0.275 0.385
0.015 -0.204 -0.085
-0.032 0.008 -0.054
-0.038 -0.109 -0.067
-0.066 -0.053 -0.154
-0.014 0.005 0.019
-0.040 0.041 -0.010
-0.003 0.067 0.009
-0.002 0.010 0.015
0.020 -0.013 0.044
0.022 0.001 0.009

Total charge = +1
Max |F| = 0.0427 Eh/bohr
Orbital gap = 9.4 eV
M = 1187.75 g mol⁻¹
2S+1 = 1

Löwdin population analysis, charges in e, atoms 1 to 6: atom 1 (C): -0.083, atom 2 (C): -0.213, atom 3 (C): -0.231, atom 4 (N): -0.010, atom 5 (C): -0.587, atom 6 (Cl): 0.772


Entry 2:
A 5-piece molecular cluster, C38H70ClO20P5S overall at a distorted geometry, computed with ωB97M-V/def2-TZVPD.

CARTESIAN COORDINATES (ANGSTROEM)
C 8.018 -6.887 1.706
C 7.388 -5.788 0.899
C 7.667 -5.546 -0.383
Cl 8.787 -6.502 -1.282
C 6.978 -4.424 -1.096
O 6.897 -4.405 -2.296
C 6.342 -3.324 -0.303
P 6.022 -1.715 -1.101
S 4.267 -1.441 -1.865
C 6.045 -3.599 0.968
O 5.422 -2.628 1.723
C 4.090 -3.046 2.062
O 3.838 -3.280 3.187
C 3.044 -3.186 1.003
C 2.011 -2.257 0.971
C 1.020 -2.322 0.008
C 1.050 -3.325 -0.954
C 2.074 -4.259 -0.937
C 3.050 -4.188 0.043
C 6.374 -4.921 1.599
O 5.904 -5.308 2.631
H 8.761 -6.491 2.395
H 8.440 -7.650 1.060
H 7.202 -7.367 2.251
H 6.332 -0.734 -0.139
H 6.983 -1.585 -2.122
H 1.951 -1.438 1.679
H 0.205 -1.611 -0.022
H 0.288 -3.396 -1.719
H 2.155 -5.050 -1.671
H 3.842 -4.929 0.035
O -2.604 -2.586 0.296
P -3.980 -2.222 0.744
O -3.654 -1.520 2.198
C -3.057 -0.223 2.213
C -4.044 0.860 1.807
O -4.477 -3.718 1.207
C -3.830 -4.906 0.754
C -2.810 -5.385 1.767
O -5.521 -1.686 0.712
C -6.612 -2.273 1.433
C -6.463 -2.285 2.938
H -2.177 -0.208 1.561
H -2.717 -0.044 3.233
H -4.334 0.760 0.759
H -3.603 1.849 1.942
H -4.956 0.795 2.400
H -3.378 -4.756 -0.225
H -4.608 -5.663 0.632
H -2.128 -4.585 2.056
H -2.227 -6.216 1.368
H -3.311 -5.719 2.678
H -6.820 -3.270 1.048
H -7.479 -1.661 1.177
H -5.662 -2.945 3.264
H -7.390 -2.640 3.392
H -6.243 -1.288 3.319
O -4.851 1.726 -3.405
P -4.856 0.987 -4.693
O -6.409 0.513 -4.878
C -7.400 1.503 -5.171
C -7.293 2.021 -6.594
O -4.140 -0.412 -4.217
C -3.438 -0.519 -2.984
C -4.347 -1.092 -1.915
O -4.401 0.771 -6.226
C -4.064 -0.493 -6.822
C -5.175 -1.518 -6.822
H -7.323 2.325 -4.454
H -8.369 1.026 -5.024
H -6.368 2.583 -6.741
H -8.130 2.681 -6.825
H -7.285 1.197 -7.308
H -3.020 0.439 -2.681
H -2.596 -1.193 -3.150
H -5.292 -0.555 -1.846
H -3.844 -1.054 -0.933
H -4.594 -2.132 -2.140
H -3.157 -0.889 -6.370
H -3.810 -0.257 -7.856
H -5.421 -1.855 -5.818
H -4.862 -2.391 -7.397
H -6.084 -1.112 -7.265
O 5.459 2.055 -2.744
P 4.718 2.990 -3.625
O 5.753 3.282 -4.860
C 6.015 2.231 -5.795
C 4.838 1.976 -6.719
O 4.871 4.377 -2.764
C 5.284 4.379 -1.398
C 6.773 4.633 -1.286
O 3.380 3.518 -4.364
C 3.009 4.897 -4.515
C 3.988 5.744 -5.294
H 6.287 1.318 -5.258
H 6.881 2.543 -6.378
H 3.984 1.575 -6.169
H 5.109 1.258 -7.494
H 4.510 2.901 -7.193
H 4.999 3.453 -0.902
H 4.737 5.185 -0.904
H 7.343 3.959 -1.926
H 7.112 4.510 -0.256
H 7.009 5.649 -1.609
H 2.792 5.333 -3.542
H 2.062 4.875 -5.057
H 4.930 5.871 -4.766
H 3.562 6.736 -5.455
H 4.212 5.297 -6.263
O -0.667 1.823 5.233
P -1.520 2.521 6.237
O -0.793 3.997 6.299
C -0.944 4.882 5.188
C -2.341 5.473 5.106
O -0.948 1.810 7.597
C -0.218 0.582 7.566
C 1.275 0.843 7.573
O -2.862 3.025 7.000
C -2.987 3.208 8.420
C -2.047 4.226 9.023
H -0.692 4.359 4.261
H -0.214 5.680 5.326
H -3.082 4.703 4.878
H -2.390 6.232 4.325
H -2.628 5.923 6.056
H -0.512 -0.027 6.713
H -0.496 0.026 8.463
H 1.560 1.554 6.798
H 1.831 -0.083 7.421
H 1.578 1.277 8.527
H -2.911 2.248 8.927
H -4.012 3.551 8.570
H -1.009 3.903 8.977
H -2.302 4.376 10.074
H -2.117 5.182 8.504

Atomic forces in eV per Å
-1.003 -0.164 -0.283
0.509 0.021 -0.111
-0.141 0.227 0.383
-0.276 0.302 -0.093
-0.088 0.171 -0.480
0.198 0.070 -0.442
1.070 -0.584 0.275
-1.075 0.413 -0.786
-0.159 -0.159 0.091
-0.394 1.278 -0.188
-0.441 -1.093 -0.291
-0.515 -0.520 0.222
0.086 0.449 0.962
0.192 0.452 -0.762
-0.324 0.521 0.177
-0.094 -0.361 -0.347
0.105 -0.209 -0.101
0.107 0.014 0.307
0.494 -0.242 0.004
0.723 -0.532 -0.409
-0.436 0.324 0.466
-0.028 -0.060 0.063
0.263 0.154 -0.011
0.252 0.074 0.360
0.404 -0.402 0.056
0.402 -0.260 0.567
0.229 -0.141 0.140
0.069 0.064 0.181
-0.059 0.137 0.070
-0.188 0.055 -0.058
-0.029 -0.009 0.030
-0.615 1.974 -2.676
-0.240 -4.076 6.519
-0.129 0.291 -0.708
-0.018 0.267 0.077
0.000 -0.037 -0.141
-0.396 0.297 -0.519
0.242 -0.237 0.168
0.014 0.011 0.202
1.289 1.042 -2.176
-0.740 -0.295 0.119
0.356 -0.015 0.150
0.014 -0.057 0.042
0.031 -0.155 0.002
0.005 0.059 0.002
0.034 -0.028 0.010
0.028 0.010 0.056
0.085 0.140 0.060
-0.108 0.114 0.050
0.035 0.046 -0.196
-0.022 -0.007 -0.003
-0.018 -0.044 -0.033
0.222 -0.044 0.013
0.201 0.178 -0.164
0.020 -0.006 -0.062
-0.072 0.056 -0.124
-0.077 0.021 -0.013
0.892 2.584 -2.020
-1.389 -6.138 1.883
0.492 0.556 -0.233
-0.210 0.177 -0.092
0.177 0.032 -0.006
0.016 0.339 -0.487
0.069 -0.181 0.413
-0.313 0.011 -0.091
0.090 2.689 0.651
0.462 -0.535 -0.532
-0.288 0.042 0.311
0.019 -0.052 0.041
0.082 -0.123 0.074
-0.044 0.028 -0.010
-0.013 -0.011 0.041
-0.068 -0.020 0.012
-0.163 0.085 -0.013
-0.055 -0.029 -0.134
0.114 0.200 0.040
-0.005 0.411 -0.742
0.098 -0.026 0.064
-0.091 0.073 0.237
-0.076 0.296 0.073
0.045 0.043 0.027
0.086 0.093 -0.079
0.034 -0.008 -0.083
-2.476 -2.048 -0.750
3.597 5.504 0.356
-0.641 -0.477 0.147
0.044 -0.184 -0.214
-0.133 -0.010 0.117
-0.471 -0.210 -0.198
0.298 0.065 0.175
0.129 0.108 -0.107
-0.145 -2.740 0.492
-0.555 0.662 -0.026
0.396 -0.115 0.008
0.016 0.042 0.037
0.020 0.115 0.112
0.020 -0.038 -0.036
0.039 0.001 0.023
0.061 0.010 -0.040
0.066 -0.098 -0.133
-0.068 0.033 -0.143
-0.104 -0.155 0.067
-0.020 0.018 0.004
-0.020 0.013 0.043
0.210 -0.115 0.094
0.040 -0.306 -0.005
-0.020 -0.044 0.049
-0.134 -0.068 0.003
-0.079 0.026 -0.031
-3.240 -0.346 -1.862
4.979 1.612 5.071
-0.560 -0.277 -0.354
-0.028 0.157 -0.146
-0.082 -0.133 -0.002
-0.682 -0.047 -0.155
0.377 -0.107 0.026
0.112 0.157 0.086
-0.755 -0.945 -2.709
-0.417 -0.096 0.785
0.364 0.063 -0.206
0.046 -0.013 0.031
0.062 -0.087 0.100
-0.003 0.039 -0.033
0.040 -0.012 -0.004
0.042 0.048 -0.002
0.020 0.139 -0.110
-0.106 0.133 0.041
-0.103 -0.105 -0.135
-0.018 -0.008 0.014
-0.010 -0.049 0.020
0.194 -0.055 -0.145
-0.023 -0.009 -0.316
-0.018 -0.050 -0.035
-0.147 -0.043 -0.038
-0.072 0.015 0.042

Total charge = 0
Max |F| = 0.1496 Eh/bohr
SMILES = CC1=C(Cl)C(=O)C([PH2]=S)=C(OC(=O)c2ccccc2)C1=O.CCOP(=O)(OCC)OCC.CCOP(=O)(OCC)OCC.CCOP(=O)(OCC)OCC.CCOP(=O)(OCC)OCC
Orbital gap = 6.7 eV
M = 1069.35 g mol⁻¹
Energy above the lowest of the compared OMol25 structures with the same formula, charge and spin = 283.84 kJ/mol
2S+1 = 1

Löwdin population analysis, charges in e, atoms 1 to 6: atom 1 (C): -0.032, atom 2 (C): -0.200, atom 3 (C): -0.521, atom 4 (Cl): 0.767, atom 5 (C): -0.406, atom 6 (O): 0.093